Entry 1:
73
Properties=species:S:1:pos:R:3:forces:R:3:mulliken_charge:R:1 method="wB97M-V/def2-TZVPD" smiles="O=C(F)OCCOO.CCCC#N.CCCC#N.CCCC#N.CCCC#N.CCCC#N" e_tot_ev=-42854.336 e_homo_ev=-10.000
O -0.554 3.969 -2.482 0.22 0.16 -0.45 -0.4801
C -1.242 3.539 -1.630 -0.54 -0.37 0.72 0.6761
F -2.145 4.324 -0.983 0.17 0.10 -0.09 -0.1770
O -1.307 2.300 -1.189 0.28 0.16 -0.09 -0.3267
C -1.429 2.084 0.240 -0.30 -0.24 0.28 0.1539
C -0.283 2.723 0.998 -0.13 -0.07 0.06 -0.4872
O 0.927 2.337 0.363 0.07 0.00 0.06 -0.0925
O 1.805 3.468 0.357 -0.06 -0.04 -0.05 -0.4484
H -2.389 2.442 0.619 0.11 0.06 -0.08 0.0943
H -1.420 1.001 0.356 0.04 0.08 -0.21 -0.0789
H -0.308 2.344 2.028 -0.01 0.13 -0.06 0.3891
H -0.354 3.813 1.031 0.02 -0.09 -0.12 0.3250
H 1.941 3.567 -0.597 0.12 0.06 0.07 0.3164
C 0.650 -1.720 0.528 0.04 -0.01 0.04 -0.6555
C -0.154 -2.584 1.492 0.08 0.06 -0.02 -0.4488
C -1.400 -3.194 0.837 0.10 -0.01 -0.07 0.0696
C -2.301 -2.146 0.359 -0.06 0.05 0.13 0.2006
N -2.980 -1.278 0.039 -0.02 0.03 -0.09 -0.5036
H 0.067 -0.868 0.173 0.00 -0.02 -0.02 0.0494
H 1.538 -1.329 1.023 -0.01 0.01 -0.01 0.1633
H 0.967 -2.298 -0.342 -0.01 0.00 0.00 0.3106
H -0.453 -1.994 2.360 0.01 -0.02 0.02 0.3048
H 0.475 -3.392 1.865 -0.06 -0.04 0.01 0.3183
H -1.949 -3.820 1.542 -0.01 0.01 -0.01 0.3012
H -1.113 -3.816 -0.014 0.00 -0.01 0.01 -0.0802
C -5.384 7.130 1.686 0.02 0.00 -0.01 -1.2141
C -4.883 6.400 0.447 0.00 0.05 0.06 -0.3314
C -5.199 4.900 0.473 0.03 0.08 -0.06 -0.3806
C -4.554 4.229 1.601 0.06 -0.06 -0.02 0.2444
N -4.008 3.713 2.470 0.01 0.01 0.00 -0.4979
H -4.903 6.751 2.588 -0.01 -0.02 0.00 0.3453
H -5.170 8.197 1.618 -0.01 0.00 0.00 0.3616
H -6.463 7.012 1.803 0.00 0.00 0.00 0.3012
H -3.805 6.534 0.345 0.00 -0.02 -0.02 0.2296
H -5.342 6.825 -0.447 0.00 -0.04 -0.02 0.3574
H -4.843 4.418 -0.439 -0.04 -0.01 -0.01 0.2527
H -6.277 4.737 0.537 0.01 -0.03 0.03 0.3810
C 3.012 4.157 -4.247 -0.01 0.01 0.00 -1.0678
C 2.870 2.680 -4.591 0.02 0.07 0.00 -0.4789
C 2.565 1.817 -3.362 -0.01 -0.01 -0.03 0.2735
C 3.630 1.892 -2.359 -0.05 0.00 0.10 0.1514
N 4.454 1.972 -1.563 0.02 0.00 -0.07 -0.4911
H 3.847 4.324 -3.565 0.00 -0.01 0.01 0.3597
H 3.194 4.747 -5.145 0.00 0.01 0.00 0.3484
H 2.104 4.537 -3.774 -0.01 -0.02 -0.01 0.2006
H 3.783 2.316 -5.067 0.00 -0.01 0.00 0.3172
H 2.059 2.542 -5.308 -0.01 -0.03 0.03 0.3140
H 2.440 0.769 -3.639 -0.03 0.01 0.00 0.2995
H 1.633 2.144 -2.892 -0.01 -0.02 0.00 -0.1915
C -2.001 -7.502 1.097 -0.02 0.01 -0.01 -0.9767
C -2.565 -7.694 -0.305 0.01 0.02 0.07 -0.3982
C -1.472 -7.793 -1.376 -0.05 -0.01 0.00 -0.4758
C -0.659 -6.578 -1.429 0.01 0.04 0.02 0.2983
N -0.047 -5.607 -1.435 0.02 0.01 0.00 -0.4379
H -1.438 -6.570 1.172 0.02 -0.01 -0.01 0.1956
H -2.803 -7.467 1.834 0.00 0.00 0.00 0.3233
H -1.332 -8.321 1.368 0.00 0.00 0.00 0.3304
H -3.233 -6.868 -0.554 0.00 -0.01 -0.02 0.2782
H -3.160 -8.607 -0.345 0.01 -0.01 -0.04 0.3050
H -1.909 -7.949 -2.364 0.01 -0.02 0.00 0.2823
H -0.809 -8.636 -1.171 0.00 0.00 -0.01 0.2837
C 5.286 -0.892 1.541 0.02 -0.01 0.03 -1.0909
C 5.809 -2.023 2.417 -0.02 0.09 -0.04 -0.4205
C 4.810 -3.180 2.550 0.06 -0.01 0.02 -0.3850
C 3.554 -2.741 3.157 -0.03 0.09 -0.05 0.2240
N 2.579 -2.344 3.616 -0.04 -0.06 0.03 -0.4527
H 4.387 -0.444 1.968 -0.01 -0.01 -0.01 0.3034
H 6.030 -0.103 1.441 -0.02 0.00 -0.02 0.3499
H 5.041 -1.249 0.539 0.00 0.01 0.00 0.2972
H 6.050 -1.645 3.412 0.00 -0.02 0.01 0.3012
H 6.733 -2.424 1.996 -0.01 -0.04 0.01 0.3053
H 5.220 -3.985 3.162 0.00 -0.01 -0.02 0.3137
H 4.580 -3.596 1.566 -0.01 -0.01 0.01 0.2681

---

Entry 2:
75
Properties=species:S:1:pos:R:3:forces:R:3:mulliken_charge:R:1 method="wB97M-V/def2-TZVPD" s2=2.03 relative_energy_kcal_mol=16.2 e_tot_ev=-84264.167 e_homo_ev="-3.486 / -7.408" spin_multiplicity=3
C 0.740 -0.655 -4.628 -0.23 -0.35 -0.03 -1.4238
C -0.362 0.276 -4.189 -0.68 0.10 0.94 0.9153
H 0.528 -1.048 -5.629 0.23 -0.08 0.23 0.4332
H 0.852 -1.486 -3.919 -0.05 0.17 -0.18 0.2474
H 1.707 -0.129 -4.687 -0.28 -0.03 0.05 0.2258
C -1.206 0.860 -5.081 0.49 0.08 -0.14 -0.1699
C -1.339 0.504 -6.531 0.02 0.14 -0.24 -1.3774
H -1.843 1.691 -4.777 -0.16 -0.45 0.31 0.3591
H -1.005 -0.521 -6.751 -0.09 0.36 0.00 0.3695
H -0.811 1.197 -7.203 -0.01 -0.16 0.03 0.2525
H -2.402 0.575 -6.796 0.19 -0.09 -0.08 0.3425
Au 0.059 -0.899 3.045 0.45 -0.56 -0.75 0.5490
Cl 2.508 1.204 -1.291 0.11 -0.08 -0.04 -0.2775
Cl 0.850 -2.771 4.058 -0.34 0.06 -0.39 -0.4302
H 1.916 0.260 6.805 0.06 -0.19 -0.17 0.2644
H 4.982 0.267 5.518 -0.11 -0.24 0.00 0.3183
C 2.058 -0.476 6.000 -0.36 -0.01 0.22 -0.8458
C 4.330 -0.434 4.976 0.32 0.15 -0.16 -0.9601
N 2.947 0.014 4.972 0.11 0.64 -0.13 0.4756
H 1.088 -0.702 5.543 0.19 0.16 0.47 0.1966
C 2.607 1.155 4.313 0.13 -0.52 0.04 -0.1202
O 1.525 1.717 4.445 0.52 -0.20 -0.22 -0.6220
H 4.690 -0.501 3.945 0.04 -0.10 0.18 0.3404
H 3.414 1.489 3.609 -0.54 0.01 0.36 0.3675
H 2.473 -1.409 6.395 -0.22 0.24 -0.03 0.2817
H 4.395 -1.420 5.454 -0.03 0.30 -0.28 0.2972
H -2.170 -2.829 -1.899 -0.03 0.00 0.20 0.2316
H -3.318 -0.607 -2.868 -0.12 -0.07 0.21 0.1440
C -2.976 -2.883 -1.157 0.28 0.03 -0.15 -0.9466
C -4.122 -0.977 -2.213 0.14 0.23 0.06 -0.7169
N -3.571 -1.573 -1.005 -0.61 0.08 0.66 0.2790
H -2.581 -3.196 -0.189 -0.05 -0.05 -0.18 0.2443
C -3.797 -1.058 0.241 0.20 -0.60 -0.35 0.2347
O -3.388 -1.547 1.294 -0.25 0.50 -0.69 -0.6280
H -4.766 -0.132 -1.939 0.12 -0.17 -0.13 0.2799
H -4.409 -0.128 0.197 0.27 -0.28 0.11 0.2982
H -3.732 -3.596 -1.517 0.14 0.09 0.16 0.3455
H -4.703 -1.718 -2.777 0.02 0.13 0.23 0.3399
O -0.329 -0.581 -1.941 0.45 -1.93 1.36 -0.3124
C -0.636 0.354 -2.703 -0.03 3.11 -1.93 -1.3865
C -2.225 1.586 -1.187 -0.50 0.22 0.43 0.1464
C -1.236 1.623 -2.179 0.82 -1.56 -0.48 0.4698
H -2.495 0.619 -0.758 0.16 0.43 -0.25 0.5969
C -2.906 2.749 -0.827 0.38 -0.12 -0.02 -0.8189
H 1.775 0.499 -2.089 -0.31 -0.01 0.17 0.1725
C -0.776 2.859 -2.639 -0.49 1.34 -0.12 -0.1044
H -3.771 2.692 -0.158 0.32 0.06 -0.11 0.3556
C -2.493 3.986 -1.347 -0.18 0.44 0.06 -0.5966
C -1.401 4.047 -2.229 0.12 -0.83 -0.05 -0.7399
H 0.054 2.893 -3.349 -0.28 -0.02 0.21 0.4344
H -3.026 4.907 -1.075 0.22 -0.42 -0.11 0.3900
H -1.052 5.001 -2.619 -0.08 -0.15 0.14 0.4136
Si 2.320 -2.807 0.435 0.42 -0.80 0.65 0.2767
Cl 0.349 -1.922 0.417 0.31 0.22 0.62 0.2161
C 2.082 -4.513 1.191 -0.25 0.05 0.40 -0.9835
C 3.416 -1.610 1.374 -0.19 0.18 0.24 -0.7387
C 3.141 -3.232 -1.174 -0.50 0.35 -0.35 -0.9858
H 1.342 -4.537 2.008 0.37 0.00 -0.33 0.2359
H 3.049 -4.866 1.586 -0.29 0.09 -0.11 0.3233
H 1.760 -5.222 0.411 0.10 0.28 0.22 0.3083
H 2.493 -3.909 -1.751 0.28 0.30 -0.04 0.2894
H 4.058 -3.782 -0.903 -0.28 0.21 0.00 0.3378
H 3.405 -2.340 -1.747 0.00 -0.24 -0.17 0.2939
H 3.089 -0.575 1.201 0.12 -0.22 -0.06 0.2454
H 4.458 -1.702 1.038 -0.24 -0.01 0.00 0.4568
H 3.391 -1.797 2.455 -0.09 -0.03 -0.14 0.1212
C -1.390 4.096 3.445 0.02 -0.64 0.24 -1.2605
C -0.757 3.534 2.159 -0.09 0.45 -0.25 0.4455
C -0.596 2.089 2.234 0.38 -1.85 0.56 0.3061
N -0.446 0.956 2.424 -0.54 1.98 -0.60 -0.1835
H -2.376 3.639 3.582 0.14 0.15 0.06 0.3493
H -1.519 5.176 3.399 0.13 -0.07 -0.19 0.3811
H -0.767 3.839 4.310 -0.17 0.14 -0.16 0.2994
H -1.377 3.760 1.289 -0.03 -0.13 -0.13 -0.1882
H 0.225 3.976 1.954 -0.06 -0.21 0.11 0.3189